{"formula": "C12H24FHfO12", "method": "ωB97M-V/def2-TZVPD", "symbols": ["Hf", "F", "C", "O", "C", "O", "O", "C", "H", "H", "H", "H", "H", "H", "C", "O", "C", "O", "O", "C", "H", "H", "H", "H", "H", "H", "C", "O", "C", "O", "O", "C", "H", "H", "H", "H", "H", "H", "C", "O", "C", "O", "O", "C", "H", "H", "H", "H", "H", "H"], "positions_angstrom": [[-18.120, -2.284, 14.765], [-18.338, -3.764, 13.118], [-15.448, -4.486, 11.987], [-14.468, -4.112, 12.937], [-14.747, -3.196, 13.800], [-15.897, -2.720, 13.971], [-13.699, -2.946, 14.529], [-13.647, -1.862, 15.474], [-14.962, -5.109, 11.239], [-15.997, -3.677, 11.511], [-16.169, -5.190, 12.409], [-12.642, -1.445, 15.473], [-13.873, -2.184, 16.489], [-14.281, -1.007, 15.231], [-19.093, -6.439, 15.325], [-17.704, -6.698, 15.599], [-16.888, -5.656, 15.723], [-17.170, -4.447, 15.608], [-15.682, -6.005, 16.119], [-15.299, -7.356, 16.305], [-19.486, -7.400, 15.006], [-19.238, -5.737, 14.501], [-19.547, -6.007, 16.216], [-15.329, -7.963, 15.396], [-15.927, -7.899, 17.012], [-14.270, -7.486, 16.633], [-16.190, -10.815, 10.604], [-16.674, -9.463, 10.537], [-17.151, -8.887, 11.624], [-17.053, -9.312, 12.739], [-17.737, -7.729, 11.223], [-18.325, -6.955, 12.258], [-15.927, -11.275, 9.655], [-16.982, -11.421, 11.042], [-15.291, -10.842, 11.219], [-18.601, -5.998, 11.812], [-17.694, -6.771, 13.125], [-19.289, -7.415, 12.483], [-21.911, -3.079, 12.180], [-22.120, -1.728, 12.613], [-21.061, -1.064, 13.032], [-19.959, -1.522, 13.426], [-21.285, 0.224, 13.012], [-22.430, 0.819, 12.392], [-22.901, -3.454, 11.932], [-21.502, -3.697, 12.979], [-21.266, -3.127, 11.304], [-23.417, 0.500, 12.736], [-22.475, 0.561, 11.334], [-22.437, 1.883, 12.608]], "mol_weight_g_mol": 557.8, "gap_ev": 2.1, "e_homo_ev": -16.9, "total_charge": 3, "e_lumo_ev": -14.82, "e_above_lowest_kcal_mol": 93.4}



{"formula": "C23H25BHfN5O2PS3", "method": "ωB97M-V/def2-TZVPD", "symbols": ["Hf", "O", "C", "O", "C", "P", "C", "C", "C", "C", "C", "C", "C", "C", "C", "C", "C", "C", "H", "H", "H", "H", "H", "H", "H", "H", "H", "H", "H", "H", "C", "N", "C", "C", "N", "B", "N", "C", "C", "N", "C", "C", "S", "C", "S", "H", "H", "H", "H", "H", "H", "H", "H", "H", "H", "H", "H", "S", "C", "N", "H"], "positions_angstrom": [[0.166, -1.395, -0.575], [2.930, -4.089, 0.991], [2.271, -3.026, 0.787], [1.017, -2.837, 0.787], [3.124, -1.783, 0.468], [2.194, -0.236, 0.507], [2.113, 0.310, 2.215], [2.873, 1.362, 2.738], [2.690, 1.794, 4.058], [1.747, 1.176, 4.875], [0.993, 0.118, 4.379], [1.178, -0.310, 3.062], [2.860, 1.075, -0.499], [2.111, 2.266, -0.590], [2.473, 3.296, -1.460], [3.598, 3.153, -2.262], [4.358, 1.986, -2.183], [3.991, 0.954, -1.309], [3.519, -1.955, -0.540], [3.983, -1.746, 1.147], [3.611, 1.867, 2.120], [3.283, 2.619, 4.441], [1.599, 1.513, 5.897], [0.255, -0.379, 5.001], [0.568, -1.134, 2.688], [1.203, 2.381, 0.002], [1.858, 4.189, -1.521], [3.872, 3.940, -2.957], [5.228, 1.864, -2.822], [4.583, 0.043, -1.295], [-0.273, 0.553, -4.149], [-1.230, 1.128, -3.202], [-1.541, 2.433, -3.098], [-2.482, 2.577, -2.101], [-2.759, 1.366, -1.570], [-3.792, 1.210, -0.414], [-3.864, -0.224, 0.173], [-4.950, -1.024, 0.124], [-4.655, -2.214, 0.761], [-3.387, -2.152, 1.215], [-2.687, -3.207, 1.948], [-2.927, -0.932, 0.852], [-1.598, -0.450, 1.147], [-1.980, 0.493, -2.271], [-1.959, -0.936, -2.083], [0.178, 1.347, -4.782], [-0.790, -0.176, -4.808], [0.539, 0.038, -3.594], [-1.118, 3.225, -3.703], [-2.929, 3.512, -1.784], [-3.501, 1.949, 0.476], [-4.862, 1.537, -0.829], [-5.893, -0.768, -0.343], [-5.320, -3.059, 0.884], [-3.346, -4.091, 2.087], [-2.381, -2.830, 2.947], [-1.785, -3.521, 1.381], [-2.603, -5.719, -0.760], [-1.654, -4.237, -0.696], [-1.029, -3.261, -0.654], [0.323, 0.420, -1.303]], "mol_weight_g_mol": 720.0, "gap_ev": 6.4, "e_homo_ev": -7.7, "total_charge": 0, "e_lumo_ev": -1.26}



{"formula": "C4H11OP", "method": "ωB97M-V/def2-TZVPD", "symbols": ["C", "C", "C", "H", "H", "H", "H", "H", "H", "C", "P", "O", "H", "H", "H", "H", "H"], "positions_angstrom": [[2.051, -0.520, -0.754], [2.804, 0.287, -0.006], [2.140, 0.685, 1.312], [2.342, -0.744, -1.778], [1.082, -0.826, -0.396], [3.714, 0.786, -0.285], [2.451, 1.707, 1.505], [1.008, 0.487, 1.190], [2.575, 0.145, 2.191], [-1.965, 0.604, -0.238], [-2.154, -1.128, -0.950], [-3.436, -1.369, 0.174], [-1.358, 1.149, -0.953], [-1.487, 0.597, 0.697], [-3.017, 1.061, -0.211], [-3.056, -0.691, -2.083], [-3.693, -2.229, 0.585]], "mol_weight_g_mol": 106.1, "gap_ev": 10.1, "e_homo_ev": -9.3, "total_charge": 0, "e_lumo_ev": 0.83, "e_above_lowest_kcal_mol": 41.6}



{"formula": "C4H14N2O", "method": "ωB97M-V/def2-TZVPD", "symbols": ["C", "N", "C", "C", "N", "C", "H", "H", "H", "H", "H", "H", "H", "H", "H", "H", "H", "H", "O", "H", "H"], "positions_angstrom": [[-1.524, -1.335, 0.781], [-0.233, -1.521, 0.101], [0.507, -0.563, -0.665], [0.537, 0.783, 0.218], [1.025, 0.577, 1.650], [0.386, 1.356, 2.711], [-1.673, -0.805, 1.738], [-2.348, -2.208, 0.683], [-1.952, -0.605, -0.094], [-0.083, -2.351, -0.431], [1.713, -0.841, -0.754], [0.172, -0.254, -1.739], [1.074, 1.660, -0.066], [-0.578, 1.040, 0.488], [0.696, -0.404, 1.695], [1.006, 1.234, 3.611], [0.451, 2.478, 2.256], [-0.670, 1.033, 2.794], [0.374, -0.021, -4.738], [1.258, 0.369, -4.756], [-0.136, 0.379, -5.483]], "mol_weight_g_mol": 106.2, "gap_ev": 9.1, "e_homo_ev": -8.3, "total_charge": 0, "e_lumo_ev": 0.76, "e_above_lowest_kcal_mol": 101.4}